C30H43BrN2P2Sr as an isolated structure at a distorted geometry. Source: the OMol25 dataset; level of theory: wB97M-V/def2-TZVPD.

* HOMO energy: -12.336 eV
* E_LUMO: -6.223 eV
* gap between HOMO and LUMO: 6.1 eV

```
! RIJCOSX wB97M-V def2-TZVPD def2/J DEFGRID3
* xyz 2 1
C -1.896 5.486 -1.533
C -1.989 4.234 -2.184
C -2.653 4.194 -3.433
C -3.254 5.362 -3.916
N -3.218 6.509 -3.242
C -2.551 6.594 -2.098
C -1.386 3.058 -1.580
C -0.591 2.200 -1.122
C 0.461 1.347 -0.676
C 1.224 1.568 0.516
C 1.820 0.531 1.160
C 1.678 -0.851 0.669
C 1.282 -0.929 -0.739
C 0.706 0.130 -1.373
Sr -2.804 1.631 -0.281
P 3.235 -1.897 1.010
H -2.714 3.274 -4.017
H -1.335 5.601 -0.605
H -3.795 5.360 -4.871
H -2.530 7.558 -1.588
H 0.424 0.028 -2.429
H 1.298 2.579 0.948
H 1.393 -1.890 -1.255
H 2.275 0.656 2.150
C 2.947 -3.108 2.333
C 3.150 -4.585 2.037
H 1.875 -2.974 2.567
H 3.504 -2.783 3.225
H 2.796 -5.171 2.896
H 2.563 -4.936 1.178
H 4.207 -4.819 1.870
C 3.782 -2.748 -0.485
C 4.417 -1.897 -1.581
H 2.893 -3.267 -0.865
H 4.481 -3.528 -0.146
H 4.642 -2.552 -2.432
H 3.755 -1.100 -1.941
H 5.357 -1.442 -1.247
C 4.597 -0.855 1.567
C 5.906 -1.583 1.876
H 4.209 -0.336 2.457
H 4.741 -0.106 0.776
H 6.629 -0.839 2.229
H 5.784 -2.330 2.668
H 6.338 -2.078 0.996
Br 0.151 -1.753 1.922
P -3.369 -1.537 -1.347
C -1.773 -2.485 -1.360
C -1.844 -4.012 -1.215
H -1.150 -2.072 -0.545
H -1.281 -2.236 -2.315
H -0.828 -4.419 -1.314
H -2.225 -4.333 -0.239
H -2.460 -4.474 -1.996
C -3.554 -1.368 0.491
C -4.270 -2.577 1.135
H -4.183 -0.479 0.703
H -2.562 -1.263 0.958
H -4.182 -2.527 2.230
H -5.343 -2.555 0.910
H -3.872 -3.550 0.814
C -2.899 -0.078 -2.371
C -2.784 -0.300 -3.897
H -1.928 0.338 -2.025
H -3.742 0.638 -2.236
H -2.757 0.686 -4.387
H -1.853 -0.810 -4.190
H -3.658 -0.839 -4.290
C -0.156 3.263 3.950
C -0.752 4.249 3.148
C -1.764 3.864 2.264
N -2.159 2.575 2.136
C -1.622 1.641 2.958
C -0.612 1.945 3.867
H 0.674 3.522 4.607
H -0.443 5.294 3.180
H -2.268 4.598 1.633
H -2.004 0.621 2.864
H -0.181 1.138 4.467
*
```

=====

C30H43Cl3N5O3SiTm as an isolated structure at a distorted geometry. Source: the OMol25 dataset; level of theory: wB97M-V/def2-TZVPD.

* HOMO energy (spin up / spin down): -5.156 / -4.035 eV
* E_LUMO (spin up / spin down): -0.054 / -0.291 eV
* gap between HOMO and LUMO (spin up / spin down): 5.1 / 3.7 eV
* ΔE to the lowest compared entry with this formula, charge and spin: 609.3 kJ/mol

```
! RIJCOSX wB97M-V def2-TZVPD def2/J DEFGRID3
* xyz 0 3
C 0.372 5.213 -2.655
C -0.789 4.355 -2.140
H 0.008 6.228 -2.891
H 0.785 4.745 -3.551
H 1.173 5.334 -1.909
C -2.114 4.803 -2.270
C -2.627 5.648 -3.359
H -2.842 4.586 -1.500
H -2.327 5.341 -4.368
H -2.424 6.724 -3.264
H -3.718 5.587 -3.346
Tm 0.768 -1.470 -0.208
Cl 2.111 0.105 1.345
Cl 1.722 -3.254 -1.731
H 3.619 -6.019 1.623
H 5.731 -4.392 2.107
C 3.337 -5.273 0.866
C 5.289 -3.826 1.274
N 3.835 -3.966 1.278
H 2.253 -5.231 0.764
C 3.032 -2.932 1.554
O 1.782 -2.900 1.291
H 5.569 -2.780 1.378
H 3.517 -2.055 2.003
H 3.789 -5.533 -0.099
H 5.686 -4.218 0.325
H -0.782 1.055 -4.268
H -3.549 1.830 -3.227
C -1.382 0.133 -4.255
C -3.586 0.738 -3.356
N -2.291 0.112 -3.108
H -0.721 -0.737 -4.256
C -2.128 -0.610 -1.983
O -1.168 -1.369 -1.703
H -4.315 0.306 -2.658
H -2.973 -0.474 -1.271
H -2.016 0.138 -5.149
H -3.885 0.540 -4.391
O -0.398 2.883 -2.406
C -0.420 3.258 -1.074
C -2.779 2.398 -0.468
C -1.471 2.801 -0.133
H -3.081 2.331 -1.510
C -3.720 2.139 0.531
H 0.577 3.344 -0.625
C -1.130 2.946 1.225
H -4.739 1.806 0.266
C -3.381 2.322 1.866
C -2.078 2.727 2.234
H -0.124 3.301 1.451
H -4.132 2.183 2.650
H -1.794 2.891 3.274
Si 2.865 0.651 -3.045
Cl 0.906 0.504 -1.751
C 2.762 -0.698 -4.364
C 4.167 0.007 -1.834
C 3.271 2.341 -3.689
H 1.734 -0.856 -4.712
H 3.108 -1.651 -3.931
H 3.399 -0.451 -5.234
H 2.719 2.591 -4.601
H 4.347 2.353 -3.930
H 3.081 3.113 -2.941
H 3.866 0.221 -0.796
H 5.144 0.487 -2.023
H 4.300 -1.088 -1.932
N -0.440 -5.329 9.096
C -0.610 -4.647 8.160
C -0.823 -3.813 7.011
C 0.258 -3.200 6.356
C 0.035 -2.424 5.219
C -1.267 -2.252 4.742
C -2.359 -2.816 5.413
C -2.132 -3.613 6.543
N -1.471 -1.650 3.492
C -2.686 -1.535 2.805
C -2.391 -1.285 1.499
N -0.998 -1.213 1.360
C -0.496 -1.359 2.594
H 1.265 -3.346 6.740
H 0.881 -1.968 4.702
H -3.376 -2.669 5.041
H -2.978 -4.083 7.053
H -3.638 -1.669 3.286
H -3.066 -1.178 0.667
H 0.553 -1.283 2.831
*
```

=====

A 10-piece molecular cluster, C30H43F7N2O26 overall at a distorted geometry. Source: the OMol25 dataset; level of theory: wB97M-V/def2-TZVPD.

* HOMO energy: -3.930 eV
* E_LUMO: 3.950 eV
* gap between HOMO and LUMO: 7.9 eV

```
! RIJCOSX wB97M-V def2-TZVPD def2/J DEFGRID3
* xyz -2 1
C 5.918 -13.733 0.886
O 5.987 -12.831 1.821
O 4.789 -13.911 0.268
O 6.924 -14.508 0.624
C 1.866 -15.567 -3.587
C 2.960 -15.457 -2.536
C 4.228 -16.193 -2.924
O 3.906 -17.515 -3.329
C 5.030 -18.349 -3.490
N 3.195 -14.037 -2.237
H 0.962 -15.088 -3.212
H 1.591 -16.604 -3.794
H 2.181 -15.132 -4.539
H 2.617 -15.954 -1.623
H 4.900 -16.248 -2.055
H 4.826 -15.672 -3.683
H 5.174 -18.954 -2.589
H 5.958 -17.806 -3.696
H 4.865 -19.005 -4.346
H 3.662 -13.978 -1.329
H 3.765 -13.692 -2.999
C 5.881 -12.211 5.732
C 6.924 -13.206 5.246
C 7.554 -13.921 6.452
O 8.231 -13.036 7.333
C 9.343 -12.404 6.768
N 6.282 -14.188 4.381
H 5.022 -12.655 6.237
H 5.492 -11.748 4.823
H 6.337 -11.465 6.382
H 7.669 -12.616 4.695
H 8.191 -14.771 6.173
H 6.758 -14.369 7.049
H 9.846 -11.809 7.533
H 9.068 -11.656 6.013
H 10.092 -13.039 6.282
H 7.013 -14.750 3.944
H 5.962 -13.680 3.539
C 7.245 -10.089 1.647
C 6.335 -10.186 2.833
O 5.390 -9.175 2.631
C 5.869 -8.310 1.680
O 5.339 -7.327 1.300
O 7.062 -8.752 1.243
F 7.041 -9.910 3.998
H 7.012 -10.777 0.831
H 8.263 -10.360 1.926
H 5.929 -11.187 2.979
C 7.653 -17.540 -0.258
C 8.663 -17.116 0.815
O 9.848 -17.722 0.328
C 9.720 -18.136 -0.936
O 10.606 -18.634 -1.551
O 8.468 -17.936 -1.372
F 8.302 -17.658 2.007
H 6.933 -16.785 -0.560
H 7.148 -18.435 0.114
H 8.798 -16.040 0.895
C 9.177 -14.491 -1.705
C 7.855 -14.266 -2.381
O 7.945 -15.081 -3.545
C 9.218 -15.381 -3.776
O 9.643 -15.825 -4.798
O 10.007 -15.061 -2.722
F 7.751 -12.958 -2.770
H 9.151 -15.257 -0.928
H 9.583 -13.588 -1.260
H 7.030 -14.519 -1.709
C 3.824 -16.733 0.905
C 4.802 -16.697 2.053
O 5.240 -18.029 2.173
C 4.381 -18.831 1.541
O 4.358 -20.025 1.595
O 3.532 -18.131 0.788
F 4.121 -16.383 3.217
H 4.359 -16.446 -0.002
H 3.000 -16.040 1.040
H 5.569 -15.930 1.959
C 3.243 -12.526 3.476
C 2.334 -12.968 2.333
O 1.172 -12.186 2.534
C 1.192 -11.639 3.769
O 0.293 -11.011 4.243
O 2.361 -11.838 4.359
F 1.954 -14.277 2.476
H 4.016 -11.810 3.202
H 3.775 -13.409 3.831
H 2.754 -12.830 1.341
C 9.125 -14.295 2.812
C 8.908 -12.863 2.382
O 9.784 -12.637 1.312
C 10.597 -13.711 1.189
O 11.381 -13.865 0.297
O 10.231 -14.715 1.995
F 9.210 -12.057 3.491
H 8.222 -14.843 2.529
H 9.346 -14.448 3.864
H 7.877 -12.601 2.133
C 4.294 -10.977 -0.402
C 5.471 -11.187 -1.321
O 5.792 -9.851 -1.736
C 4.684 -9.088 -1.548
O 4.596 -7.968 -1.950
O 3.759 -9.738 -0.838
F 5.054 -11.833 -2.458
H 4.644 -10.886 0.632
H 3.576 -11.789 -0.448
H 6.324 -11.731 -0.930
*
```

=====

C30H43N4O8PrSSi2Te as an isolated structure at a distorted geometry. Source: the OMol25 dataset; level of theory: wB97M-V/def2-TZVPD.

* HOMO energy (spin up / spin down): -7.451 / -7.460 eV
* E_LUMO (spin up / spin down): -0.266 / -0.258 eV
* gap between HOMO and LUMO (spin up / spin down): 7.2 / 7.2 eV
* ΔE to the lowest compared entry with this formula, charge and spin: 0.0 kJ/mol

```
! RIJCOSX wB97M-V def2-TZVPD def2/J DEFGRID3
* xyz 0 3
Pr 0.114 0.464 0.846
O -2.002 2.305 -2.804
C -1.455 2.226 -1.599
O -1.509 1.168 -0.919
C -0.741 3.472 -1.192
O -0.057 3.308 0.049
C -0.695 3.912 1.195
C -1.825 3.017 1.669
O -2.994 3.409 1.751
O -1.429 1.784 1.937
H -2.391 1.442 -3.047
H -0.022 3.750 -1.986
H -1.464 4.301 -1.150
H 0.061 4.009 1.988
H -1.062 4.918 0.951
O 1.893 2.310 5.739
C 1.142 1.254 6.076
C 0.887 1.044 7.451
C 0.138 -0.036 7.872
C -0.400 -0.924 6.949
C -0.169 -0.735 5.590
C 0.594 0.345 5.127
C 0.844 0.516 3.714
O 0.303 -0.370 2.902
N 1.582 1.532 3.329
N 1.789 1.649 2.009
C 2.587 2.652 1.578
C 2.856 2.927 0.243
C 3.600 4.092 -0.060
C 3.884 4.451 -1.366
C 3.433 3.653 -2.424
C 2.706 2.507 -2.168
C 2.394 2.118 -0.859
O 1.703 1.024 -0.665
H 1.935 2.207 4.690
H 1.315 1.753 8.153
H -0.035 -0.209 8.930
H -0.990 -1.776 7.277
H -0.573 -1.420 4.858
H 3.058 3.272 2.351
H 3.954 4.713 0.763
H 4.459 5.351 -1.561
H 3.664 3.939 -3.446
H 2.388 1.874 -2.992
C 0.728 -3.939 0.168
Si 2.359 -3.044 -0.193
C 3.746 -4.350 -0.268
C 2.729 -1.829 1.209
C 2.329 -2.016 -1.804
Te 0.478 -0.899 -1.990
C -0.547 -2.665 -2.829
Si -1.009 -2.320 -4.640
C 0.575 -2.038 -5.644
C -2.020 -0.708 -4.677
C -2.028 -3.736 -5.394
H 0.845 -4.518 1.094
H 0.483 -4.655 -0.614
H -0.121 -3.254 0.279
H 3.712 -4.961 0.640
H 4.743 -3.895 -0.333
H 3.637 -5.008 -1.133
H 2.674 -2.309 2.188
H 2.006 -0.992 1.249
H 3.697 -1.340 1.084
H 2.419 -2.608 -2.711
H 3.123 -1.263 -1.800
H -1.415 -2.861 -2.193
H 0.166 -3.488 -2.758
H 1.194 -1.261 -5.179
H 0.346 -1.708 -6.667
H 1.185 -2.949 -5.723
H -1.408 0.090 -4.234
H -2.962 -0.800 -4.127
H -2.269 -0.408 -5.701
H -1.453 -4.667 -5.396
H -2.295 -3.501 -6.427
H -2.952 -3.909 -4.838
C -4.481 -1.685 -1.245
N -4.427 -0.698 -0.172
C -5.388 0.284 0.135
C -4.891 1.014 1.166
N -3.649 0.473 1.516
C -3.348 -0.562 0.688
S -2.019 -1.545 0.697
H -5.153 -1.332 -2.032
H -4.838 -2.645 -0.857
H -3.463 -1.814 -1.634
H -6.303 0.342 -0.429
H -5.291 1.858 1.692
H -2.916 0.923 2.090
*
```

=====

C30H43N4O8RbSe2Si as an isolated structure. Source: the OMol25 dataset; level of theory: wB97M-V/def2-TZVPD.

* HOMO energy: -1.027 eV
* E_LUMO: 3.646 eV
* gap between HOMO and LUMO: 4.7 eV
* ΔE to the lowest compared entry with this formula, charge and spin: 0.0 kJ/mol

```
! RIJCOSX wB97M-V def2-TZVPD def2/J DEFGRID3
* xyz -2 1
Rb 0.150 -0.947 0.313
O -4.326 -0.370 -1.921
C -2.951 -0.542 -1.903
O -2.247 0.623 -1.669
C -2.370 -1.743 -2.062
C -3.165 -2.964 -2.223
C -2.554 -4.153 -2.381
C -1.125 -4.241 -2.399
C -0.447 -3.045 -2.216
N -0.970 -1.842 -2.056
C 1.058 -3.072 -2.192
O 1.617 -4.033 -2.960
O 1.774 -2.322 -1.575
H -4.604 -0.125 -1.028
H -4.242 -2.880 -2.195
H -3.146 -5.058 -2.470
H -0.627 -5.202 -2.379
H 0.882 -4.472 -3.418
O 2.562 0.060 1.837
C 2.845 0.232 3.223
C 2.710 1.678 3.676
C 3.520 2.690 2.846
C 2.747 3.353 1.729
C 2.886 4.711 1.461
C 2.151 5.276 0.432
C 1.293 4.475 -0.303
C 1.221 3.134 0.027
N 1.927 2.588 1.010
H 2.119 0.887 1.523
H 3.866 -0.131 3.394
H 2.164 -0.399 3.801
H 3.040 1.725 4.718
H 1.648 1.951 3.675
H 4.397 2.201 2.403
H 3.902 3.479 3.497
H 3.550 5.313 2.067
H 2.235 6.335 0.216
H 0.682 4.871 -1.103
H 0.558 2.472 -0.517
O -2.694 2.242 5.783
C -1.819 1.109 5.748
C -2.152 0.103 4.636
C -3.428 -0.654 5.017
O -4.551 0.203 5.252
C -2.361 0.791 3.275
Se -1.187 2.334 2.835
C -0.952 -0.855 4.580
Se -1.070 -2.421 3.374
H -2.462 2.732 4.962
H -1.902 0.613 6.720
H -0.789 1.453 5.614
H -3.220 -1.250 5.918
H -3.694 -1.352 4.223
H -4.191 1.065 5.515
H -3.391 1.134 3.198
H -2.215 0.024 2.513
H -0.734 -1.220 5.589
H -0.098 -0.254 4.258
C 4.713 -1.694 -0.288
N 4.269 -0.325 -0.469
C 3.834 0.168 -1.663
N 4.040 -0.662 -2.764
O 3.349 1.285 -1.782
H 5.011 -1.815 0.752
H 5.579 -1.901 -0.919
H 3.931 -2.427 -0.503
H 3.819 0.088 0.342
H 3.795 -1.628 -2.593
H 3.536 -0.289 -3.555
C -0.373 1.626 -3.594
Si -2.036 1.832 -2.777
C -3.364 1.806 -4.092
C -2.144 3.452 -1.853
C -2.376 3.518 -0.479
C -2.473 4.739 0.178
C -2.352 5.919 -0.540
C -2.118 5.880 -1.911
C -2.012 4.656 -2.556
H -0.188 2.417 -4.326
H -0.337 0.660 -4.105
H 0.441 1.642 -2.864
H -3.140 2.554 -4.859
H -4.340 2.030 -3.662
H -3.422 0.826 -4.571
H -2.453 2.610 0.109
H -2.605 4.738 1.254
H -2.422 6.872 -0.029
H -2.014 6.801 -2.474
H -1.825 4.641 -3.627
*
```